Here is a structure of composition C30H45CaN8O3SSb from OMol25. Energies are from ωB97M-V/def2-TZVPD.

Values from the calculation:
E_LUMO = 0.2 eV
highest occupied orbital energy = -7.89 eV
E_tot = -85715.5527 eV
energy above the lowest of the compared OMol25 structures with the same formula, charge and spin = 1.9472 eV
HOMO-LUMO gap = 0.2984 Eh

Geometry (Å):
Ca (-1.325, 0.361, -0.191)
O (-0.691, 1.852, 1.380)
N (-1.287, 1.946, 2.545)
C (-1.187, 3.086, 3.216)
C (-1.767, 3.188, 4.447)
C (-2.428, 2.144, 5.016)
C (-2.553, 0.968, 4.319)
C (-1.914, 0.852, 3.116)
S (-2.125, -0.639, 2.208)
H (-0.488, 3.870, 2.815)
H (-1.625, 4.191, 4.942)
H (-2.944, 2.197, 5.959)
H (-3.104, 0.109, 4.702)
N (0.133, -2.862, -0.220)
C (-0.052, -3.607, -1.511)
C (0.502, -2.923, -2.796)
C (-0.359, -1.758, -3.311)
N (-0.026, -0.531, -2.453)
C (-1.854, -2.007, -3.247)
C (-2.421, -2.789, -2.022)
N (-2.670, -1.773, -0.899)
C (-1.502, -3.917, -1.574)
H (1.076, -2.509, -0.046)
H (-0.836, -3.587, 1.516)
H (-0.509, -2.049, -0.311)
H (0.451, -4.559, -1.451)
H (0.410, -3.698, -3.548)
H (1.520, -2.612, -2.492)
H (-0.145, -1.490, -4.312)
H (-0.277, 0.394, -2.978)
H (0.982, -0.422, -2.286)
H (-2.166, -2.582, -4.073)
H (-2.297, -1.058, -3.401)
H (-3.409, -3.070, -2.297)
H (-3.051, -2.264, -0.067)
H (-3.408, -1.136, -1.221)
H (-1.676, -4.706, -2.334)
H (-1.836, -4.331, -0.584)
N (-1.294, -4.139, 2.287)
C (-1.575, -3.941, 3.424)
N (-1.760, -3.762, 4.641)
C (-2.900, -3.259, 5.155)
N (-3.829, -2.920, 5.778)
C (5.143, -1.688, 1.003)
C (4.479, -0.510, 0.236)
C (4.190, -0.741, -1.242)
Sb (2.466, 0.016, 0.989)
C (2.548, -0.419, 3.092)
C (1.421, 0.386, 3.780)
C (2.361, -1.941, 3.136)
C (2.642, 2.209, 0.800)
C (3.512, 2.830, 1.891)
C (3.161, 2.549, -0.585)
H (6.088, -2.055, 0.579)
H (4.514, -2.580, 1.077)
H (5.459, -1.421, 2.024)
H (5.108, 0.435, 0.264)
H (3.412, -1.511, -1.350)
H (5.128, -1.262, -1.751)
H (3.851, 0.167, -1.796)
H (3.535, -0.221, 3.527)
H (0.423, -0.023, 3.415)
H (1.385, 1.469, 3.567)
H (1.488, 0.240, 4.815)
H (1.450, -2.273, 2.642)
H (2.273, -2.361, 4.190)
H (3.189, -2.400, 2.626)
H (1.679, 2.668, 0.934)
H (4.425, 2.206, 1.914)
H (2.886, 2.865, 2.778)
H (3.673, 3.862, 1.550)
H (4.222, 2.535, -0.549)
H (2.883, 3.508, -0.945)
H (2.721, 1.927, -1.346)
O (-4.625, 0.667, -2.688)
C (-3.722, 1.484, -2.736)
N (-2.683, 1.393, -1.833)
C (-1.688, 2.260, -2.277)
O (-0.570, 2.315, -1.772)
C (-2.231, 3.054, -3.494)
C (-1.688, 4.097, -4.167)
C (-2.488, 4.725, -5.118)
C (-3.753, 4.238, -5.376)
C (-4.264, 3.086, -4.737)
C (-3.505, 2.586, -3.727)
H (-0.621, 4.368, -4.054)
H (-2.175, 5.534, -5.784)
H (-4.248, 4.738, -6.235)
H (-5.238, 2.731, -5.104)